Record 1
{
  "formula": "C25H25BN8O2Pb",
  "method": "ωB97M-V/def2-TZVPD",
  "relative_energy_kcal_mol": 106.8,
  "total_charge": 2,
  "e_lumo_ha": [-0.3539, -0.3582],
  "energy_ev": -48249.79227,
  "spin_multiplicity": 1,
  "homo_energy_ev": [-13.80, -13.87],
  "orbital_gap_ha": [0.1533, 0.1514],
  "species": ["H", "N", "B", "N", "C", "Pb", "H", "C", "H", "C", "H", "C", "H", "H", "H", "N", "N", "N", "N", "C", "C", "H", "H", "C", "C", "C", "C", "H", "H", "H", "H", "H", "O", "C", "N", "C", "C", "O", "N", "C", "C", "C", "C", "C", "C", "C", "C", "C", "C", "C", "C", "H", "H", "H", "H", "H", "H", "H", "H", "H", "H", "H"],
  "xyz": [[-0.73725, 3.53550, -1.11524], [-0.33438, 2.12637, -2.65273], [0.44228, 0.91780, -4.72524], [0.32562, 2.22274, -3.86862], [0.72031, 3.50326, -4.06630], [-1.64740, -0.00702, -1.52479], [1.25697, 3.77913, -4.96169], [0.31952, 4.25813, -2.96105], [0.47780, 5.30091, -2.76942], [-0.33047, 3.34444, -2.10191], [0.84231, 1.20036, -5.82031], [-1.47976, -2.11145, -1.17737], [-2.30728, -1.57870, -0.68403], [-0.87853, -2.75413, -0.51212], [-1.92577, -2.44684, -2.11447], [-0.97961, 0.21566, -4.80204], [1.35924, -0.12647, -4.02402], [-1.64454, -0.32543, -3.67792], [1.00038, -0.67543, -2.80902], [-1.79069, 0.16376, -5.87770], [2.51309, -0.66772, -4.46136], [-1.46108, 0.59859, -6.82519], [2.94171, -0.31532, -5.38597], [-2.99033, -0.45362, -5.50000], [2.93447, -1.59914, -3.51776], [-2.86810, -0.76352, -4.14168], [1.95326, -1.57033, -2.49607], [-3.84238, -0.62871, -6.14189], [3.82721, -2.18942, -3.55240], [-3.62432, -1.20730, -3.49299], [1.93613, -2.14463, -1.57260], [-2.98468, 1.12662, -1.18944], [0.51623, 2.51070, 0.54798], [0.47993, 1.39530, 1.05337], [0.83175, 1.14503, 2.39082], [0.44017, -0.15920, 2.82404], [0.22890, -0.80016, 1.41536], [0.22719, -2.02907, 1.25431], [0.09378, 0.17669, 0.47846], [1.57839, -0.74057, 3.66138], [2.29929, -1.86514, 3.26495], [3.37726, -2.32037, 4.03433], [3.73138, -1.65277, 5.20734], [3.00059, -0.52928, 5.61709], [1.92204, -0.07665, 4.84909], [-0.89833, -0.13746, 3.56649], [-1.12601, -0.89519, 4.72131], [-2.36827, -0.82916, 5.36595], [-3.39346, -0.03801, 4.84258], [-3.17265, 0.70043, 3.67414], [-1.92572, 0.65130, 3.04379], [0.97229, 1.94485, 2.99839], [1.99927, -2.39624, 2.36260], [3.92719, -3.19978, 3.69890], [4.57162, -2.00453, 5.80751], [3.25724, 0.00229, 6.53455], [1.33955, 0.78611, 5.18831], [-0.33224, -1.52899, 5.12188], [-2.52176, -1.40500, 6.27951], [-4.36416, 0.00546, 5.33901], [-3.95871, 1.32066, 3.24135], [-1.75646, 1.24071, 2.13857]],
  "forces_ev_per_a": [[0.023, -0.162, -0.329], [-0.050, -0.038, 0.339], [-1.060, 1.128, 0.346], [-0.583, -0.975, 0.753], [-0.355, 0.004, 0.837], [3.280, 3.391, 0.082], [-0.069, 0.021, 0.065], [0.034, -0.877, -0.304], [0.050, 0.146, -0.124], [0.451, -0.092, -0.975], [0.017, -0.314, 0.131], [-1.338, 0.643, -0.266], [-1.283, -3.418, 1.874], [-0.134, 0.984, -0.493], [0.477, -0.600, 0.193], [-0.650, 0.132, 1.083], [2.488, -0.821, -1.426], [-1.068, -0.257, -3.572], [1.536, -1.646, 1.216], [-0.026, -0.325, 1.043], [-2.794, 2.715, -0.736], [-0.183, -0.381, 0.408], [0.117, -0.183, -0.044], [0.114, 0.011, 0.009], [0.267, -1.034, 1.450], [1.250, 1.144, -0.828], [-1.210, 0.975, -0.094], [0.132, -0.054, 0.142], [0.222, -0.188, -0.029], [0.364, 0.066, -0.114], [-0.188, 0.246, -0.265], [0.716, -0.427, -0.085], [-0.179, -1.705, 0.692], [0.101, 0.526, -0.297], [0.743, 0.962, -0.075], [-0.514, -0.256, 0.156], [0.250, -1.410, -0.052], [-0.270, 1.559, 0.054], [-0.314, 0.502, -0.213], [-0.996, 0.350, -1.231], [1.724, -1.464, 0.062], [-1.297, -0.284, -1.744], [0.304, 0.287, 0.658], [-1.278, 1.056, -0.174], [1.422, 0.436, 2.005], [-0.240, -0.298, 0.260], [-0.177, 0.311, -0.249], [0.145, -0.006, -0.128], [0.148, 0.011, -0.139], [0.311, -0.142, -0.005], [-0.300, 0.043, 0.175], [-0.235, -0.182, -0.061], [0.132, 0.179, 0.288], [-0.132, 0.229, 0.204], [-0.198, 0.119, -0.169], [-0.034, -0.240, -0.275], [0.249, -0.311, -0.166], [-0.270, 0.080, -0.024], [-0.024, 0.178, -0.280], [0.326, -0.020, -0.126], [0.174, -0.189, 0.227], [-0.118, -0.135, 0.340]]
}



Record 2
{
  "formula": "C25H25BrN9O7Sc",
  "method": "ωB97M-V/def2-TZVPD",
  "relative_energy_kcal_mol": 26.9,
  "e_lumo_ha": -0.0316,
  "energy_ev": -144819.06099,
  "spin_multiplicity": 1,
  "homo_energy_ev": -8.32,
  "orbital_gap_ha": 0.2740,
  "species": ["Sc", "O", "C", "C", "C", "C", "C", "C", "C", "O", "N", "N", "C", "C", "C", "C", "C", "C", "N", "H", "H", "H", "H", "H", "H", "H", "H", "H", "H", "Br", "C", "C", "C", "C", "C", "N", "C", "O", "O", "H", "H", "H", "C", "N", "C", "N", "C", "N", "C", "N", "C", "C", "H", "H", "H", "H", "H", "H", "H", "H", "H", "H", "H", "H", "O", "N", "O", "O"],
  "xyz": [[0.75550, -0.86457, 0.61890], [-1.28335, 3.21261, 0.72851], [-2.51834, 2.67497, 0.61433], [-3.55953, 3.53235, 0.26826], [-4.84275, 3.04216, 0.12505], [-5.11988, 1.69042, 0.32882], [-4.09348, 0.84173, 0.68892], [-2.78548, 1.31657, 0.83976], [-1.69559, 0.38970, 1.19532], [-0.45413, 0.73831, 0.95527], [-2.03099, -0.75467, 1.74904], [-0.89131, -1.46063, 2.02199], [-0.94322, -2.51293, 2.71817], [0.35685, -3.13518, 3.03653], [0.45783, -4.31469, 3.75254], [1.72019, -4.80780, 4.04765], [2.83199, -4.10488, 3.62095], [2.63459, -2.93406, 2.90205], [1.43165, -2.45492, 2.61831], [-0.65192, 2.48039, 0.85522], [-3.33145, 4.57807, 0.10403], [-5.64004, 3.71948, -0.15634], [-6.12627, 1.31169, 0.20275], [-4.27244, -0.21174, 0.86125], [-1.87975, -2.91031, 3.10079], [-0.43899, -4.83198, 4.07105], [1.83201, -5.72955, 4.60435], [3.83442, -4.45277, 3.83027], [3.47822, -2.35832, 2.53692], [0.63741, 0.28507, 4.45680], [2.08836, 0.90907, 3.41685], [2.95629, 1.81047, 4.00970], [4.01406, 2.28954, 3.25777], [4.15292, 1.86807, 1.94743], [3.22356, 0.98361, 1.44501], [2.20580, 0.48009, 2.16936], [3.26950, 0.57555, -0.01269], [4.24784, 0.82222, -0.67668], [2.16939, -0.00039, -0.39802], [2.79058, 2.12444, 5.02953], [4.71172, 2.99578, 3.69053], [4.94553, 2.20839, 1.29613], [-0.92981, -0.94166, -2.98551], [-0.12485, 0.06167, -2.25505], [-0.94023, 1.28778, -2.16022], [-1.34138, 1.80818, -3.46898], [-2.10913, 0.76151, -4.15236], [-1.33862, -0.47492, -4.31316], [-0.12310, -0.15872, -5.07333], [0.69372, 0.86449, -4.41365], [1.05850, 0.37835, -3.08057], [-0.12740, 2.06788, -4.25205], [-1.81697, -1.17177, -2.39553], [-0.34425, -1.85264, -3.09852], [-0.36440, 2.05059, -1.63532], [-1.84028, 1.06728, -1.58743], [-2.40694, 1.12588, -5.13678], [-3.00776, 0.54697, -3.57195], [-0.40583, 0.19639, -6.06557], [0.47009, -1.06795, -5.18232], [1.64819, 1.13619, -2.56999], [1.67024, -0.51870, -3.17412], [-0.41438, 2.43858, -5.23791], [0.46248, 2.83478, -3.74754], [0.93213, -3.69112, -1.66742], [0.87545, -2.90836, -0.76369], [1.85813, -2.60421, -0.02112], [-0.22089, -2.27782, -0.46225]],
  "forces_ev_per_a": [[0.612, 0.956, 1.646], [-0.146, 0.073, -0.028], [0.122, 0.056, 0.031], [-0.098, 0.042, -0.030], [0.026, 0.020, -0.002], [0.028, -0.007, 0.002], [0.011, 0.008, 0.059], [0.156, 0.040, -0.052], [-0.200, -0.035, 0.114], [-0.893, 0.306, -0.025], [-0.041, 0.036, 0.112], [-0.376, 0.345, -0.099], [0.133, -0.324, 0.260], [-0.172, 0.106, 0.023], [-0.045, -0.119, 0.093], [-0.036, -0.049, 0.032], [0.036, 0.013, 0.012], [0.007, 0.053, -0.018], [-0.003, -0.012, -0.194], [0.014, -0.076, -0.016], [-0.003, -0.045, 0.005], [0.019, -0.013, 0.004], [0.050, 0.013, 0.015], [-0.003, 0.042, -0.015], [0.008, -0.002, 0.030], [0.045, 0.014, -0.013], [-0.010, 0.020, -0.012], [-0.029, 0.021, -0.010], [-0.008, -0.016, -0.021], [-0.008, 0.001, -0.056], [-0.021, -0.172, -0.107], [0.088, 0.081, 0.066], [0.019, 0.053, 0.107], [0.089, 0.023, 0.012], [-0.141, -0.094, 0.116], [0.075, 0.285, -0.042], [-0.241, -0.094, -0.019], [-0.020, 0.004, -0.122], [1.177, 0.672, -0.382], [0.012, -0.004, -0.014], [-0.023, -0.022, -0.005], [-0.026, -0.002, 0.014], [0.049, 0.145, -0.018], [-0.186, 0.038, -0.129], [0.089, -0.006, -0.065], [0.048, -0.070, -0.031], [0.106, 0.010, 0.047], [0.072, 0.034, 0.027], [-0.014, 0.023, 0.113], [-0.061, -0.027, 0.021], [-0.085, -0.018, -0.006], [-0.036, -0.098, 0.060], [-0.044, -0.015, 0.020], [0.023, -0.055, -0.003], [0.009, 0.031, 0.030], [-0.034, -0.002, 0.027], [-0.002, 0.004, -0.031], [-0.030, -0.007, 0.026], [-0.017, 0.017, -0.018], [0.014, -0.020, -0.005], [0.039, 0.037, 0.017], [0.033, -0.036, -0.027], [-0.007, -0.001, -0.013], [0.012, 0.012, 0.018], [-0.058, 0.188, 0.305], [-0.003, -0.504, -0.210], [-0.101, -0.741, -0.780], [0.004, -1.134, -0.848]]
}



Record 3
{
  "formula": "C25H25Cl3GeN5O4PPdS3",
  "method": "ωB97M-V/def2-TZVPD",
  "total_charge": 3,
  "e_lumo_ha": [-0.3779, -0.4210],
  "energy_ev": -181308.05161,
  "spin_multiplicity": 2,
  "homo_energy_ev": [-14.63, -14.62],
  "orbital_gap_ha": [0.1597, 0.1163],
  "species": ["Pd", "S", "C", "C", "C", "C", "C", "C", "N", "C", "C", "C", "C", "C", "C", "C", "C", "N", "C", "C", "C", "C", "C", "S", "C", "H", "H", "H", "H", "H", "H", "H", "H", "H", "H", "H", "H", "N", "C", "N", "O", "H", "H", "H", "H", "S", "C", "N", "Cl", "Ge", "Cl", "Cl", "C", "O", "P", "O", "C", "O", "C", "H", "H", "H", "H", "H", "H", "H", "H", "H"],
  "xyz": [[0.31311, 0.31046, -0.61683], [-2.24075, 6.64172, 1.96105], [-2.37523, 7.82174, 0.74992], [-2.30132, 7.28787, -0.50225], [-2.11795, 5.88589, -0.46573], [-2.06059, 5.37823, 0.80975], [-1.80849, 4.00120, 1.23010], [-1.35157, 3.04834, 0.29975], [-0.97343, 1.82572, 0.62339], [-1.05797, 1.43851, 1.90158], [-1.59124, 2.26147, 2.89603], [-1.74095, 1.74275, 4.22869], [-1.38312, 0.47521, 4.51337], [-0.80043, -0.37708, 3.50814], [-0.43819, -1.69999, 3.77371], [0.14040, -2.48515, 2.79568], [0.41988, -1.85594, 1.57381], [0.04438, -0.61763, 1.27639], [-0.60185, 0.13048, 2.21989], [0.40900, -3.91452, 2.95097], [1.02869, -4.76548, 2.07101], [1.02244, -6.11303, 2.50282], [0.38951, -6.26046, 3.70096], [-0.18585, -4.78259, 4.30826], [-1.94845, 3.56783, 2.53821], [-2.49683, 8.86127, 1.01132], [-2.39145, 7.87465, -1.40378], [-2.06939, 5.27387, -1.35771], [-1.30499, 3.31119, -0.74851], [-2.15386, 2.38607, 4.99473], [-1.50916, 0.07684, 5.51169], [-0.61001, -2.10276, 4.76544], [0.94549, -2.41374, 0.82653], [1.49048, -4.45457, 1.14211], [1.46424, -6.93351, 1.95842], [0.23272, -7.17517, 4.25064], [-2.34341, 4.23373, 3.29663], [3.83922, 0.53339, -2.82114], [2.80501, -0.04391, -3.38657], [2.90352, -0.95595, -4.32790], [1.58801, 0.30281, -2.94654], [4.78754, 0.35506, -3.12335], [3.68613, 1.26435, -2.13920], [3.79303, -1.24442, -4.71271], [2.06289, -1.38393, -4.68896], [1.36015, 4.46410, -1.50983], [1.73491, 3.02126, -0.82471], [1.85756, 1.96678, -0.33256], [-1.26421, 1.38269, -2.70082], [0.39403, 1.35962, -3.97603], [-0.06768, 0.46688, -5.80043], [1.21277, 3.27749, -4.24517], [-2.24040, -2.85190, -0.78314], [-0.78155, -2.84985, -0.72112], [0.10163, -1.82278, -1.50175], [1.50274, -2.55118, -1.35997], [2.72508, -2.12042, -0.73438], [-0.26083, -1.93157, -3.02388], [-0.27522, -3.23392, -3.70553], [-2.54958, -3.88050, -0.63105], [-2.59372, -2.49792, -1.75060], [-2.63502, -2.22552, 0.01349], [2.64507, -1.10548, -0.34121], [3.51893, -2.17156, -1.47529], [2.95830, -2.80658, 0.07609], [-0.69616, -3.04648, -4.68708], [-0.89666, -3.93831, -3.15967], [0.74065, -3.61566, -3.77516]],
  "forces_ev_per_a": [[-2.153, -2.190, 1.244], [0.060, -0.012, 0.165], [-0.008, 0.121, -0.082], [-0.017, -0.106, 0.020], [-0.022, -0.085, -0.148], [0.007, 0.028, 0.003], [-0.025, 0.062, 0.044], [-0.076, -0.037, 0.058], [0.335, 0.591, -0.781], [-0.020, -0.128, 0.159], [-0.093, 0.117, 0.146], [0.023, -0.023, -0.019], [0.030, 0.028, -0.034], [-0.014, 0.005, 0.128], [0.054, -0.008, 0.149], [0.020, -0.062, -0.072], [-0.015, 0.135, 0.180], [0.111, 0.147, -0.660], [0.146, -0.113, -0.051], [0.003, 0.081, -0.021], [0.115, -0.069, -0.079], [0.015, 0.124, -0.022], [0.034, -0.079, -0.037], [-0.078, 0.000, 0.132], [-0.032, -0.026, -0.035], [-0.049, -0.028, 0.051], [0.019, -0.021, -0.007], [0.000, 0.033, 0.002], [0.100, 0.032, 0.030], [-0.012, -0.006, -0.008], [-0.006, -0.018, -0.014], [-0.066, 0.006, -0.018], [0.001, -0.042, 0.028], [-0.049, -0.019, -0.003], [0.001, 0.009, -0.007], [0.003, 0.039, 0.054], [0.023, -0.012, 0.014], [0.043, 0.121, -0.062], [-0.490, 0.334, 0.188], [-0.078, -0.039, 0.005], [0.240, 0.645, -1.181], [0.009, -0.047, 0.068], [-0.020, -0.062, 0.051], [-0.017, -0.003, -0.011], [0.036, 0.011, -0.029], [0.273, 0.255, 0.409], [-0.365, -0.015, 0.198], [0.677, 0.527, -0.372], [0.025, -0.111, 0.389], [0.332, -0.281, -0.302], [0.217, -0.146, 0.069], [0.161, -0.336, -0.186], [-0.096, 0.008, 0.076], [-0.596, 0.112, -0.305], [1.360, 0.127, 0.848], [-0.002, -0.014, -0.281], [0.080, 0.037, -0.024], [-0.129, 0.403, -0.063], [-0.080, -0.024, -0.022], [0.047, -0.018, 0.017], [0.055, 0.002, -0.019], [0.062, 0.026, 0.022], [-0.084, 0.024, -0.015], [-0.016, -0.045, -0.019], [0.005, -0.019, -0.007], [-0.009, 0.016, -0.002], [-0.018, 0.018, 0.022], [0.013, 0.019, 0.027]]
}



Q: What is the formula in the third record?
A: C25H25Cl3GeN5O4PPdS3